[1]
{"formula": "C6H9N", "method": "ωB97M-V/def2-TZVPD", "elements": ["C", "N", "C", "C", "C", "C", "C", "H", "H", "H", "H", "H", "H", "H", "H", "H"], "coordinates": [[1.92542, -0.09320, 0.03773], [0.59036, -0.48549, 0.00306], [-0.40601, -0.03263, 1.05445], [-0.45524, 1.24993, 0.18667], [-0.41560, 0.16946, -0.92475], [-1.56673, -0.83165, -0.69170], [-1.56021, -0.96653, 0.63391], [2.41068, -0.56312, 0.90796], [2.40668, -0.37336, -0.91301], [2.01398, 1.36214, 0.18586], [-0.10438, -0.00184, 2.10341], [0.71099, 1.74287, 0.23250], [-1.29200, 1.96002, 0.26546], [-0.12180, 0.40828, -1.94876], [-2.12650, -1.39032, -1.44105], [-2.11680, -1.66300, 1.25961]], "forces_ev_per_a": [[0.482, 2.716, 0.271], [0.225, -1.288, -0.128], [0.440, 0.025, 0.212], [0.589, 0.635, 0.054], [0.451, 0.070, -0.207], [-0.037, 0.470, 0.184], [-0.062, 0.493, -0.082], [0.058, 0.479, -0.406], [0.040, 0.373, 0.498], [0.683, -3.721, -0.377], [0.082, -0.107, -0.175], [-3.811, -0.675, -0.057], [0.430, -0.060, -0.016], [0.077, -0.119, 0.147], [0.174, 0.345, 0.191], [0.178, 0.364, -0.109]], "lowdin_charge": [-0.132, -0.177, -0.235, -0.105, -0.234, -0.035, -0.036, 0.078, 0.078, 0.142, 0.134, 0.091, 0.101, 0.133, 0.099, 0.098], "fmax_ha_per_bohr": 0.0753, "e_lumo_ev": 1.18, "total_energy_ha": -288.59696, "de_lowest_kcal_mol": 116.14, "orbital_gap_ev": 9.4}

[2]
{"formula": "C6H10N2O5", "method": "ωB97M-V/def2-TZVPD", "elements": ["N", "C", "C", "C", "O", "O", "C", "O", "N", "C", "C", "O", "O", "H", "H", "H", "H", "H", "H", "H", "H", "H", "H"], "coordinates": [[-1.10723, 2.45576, 0.51944], [-0.96403, 0.99105, 0.59327], [-2.04821, 0.43114, -0.27849], [-2.47428, -0.96859, 0.27125], [-1.93765, -1.51209, 1.24442], [-3.37006, -1.60214, -0.59097], [0.41046, 0.48397, 0.03932], [1.12792, 1.28160, -0.57302], [0.76284, -0.80497, 0.16364], [1.95403, -1.17164, -0.59350], [3.20809, -0.68137, 0.14855], [4.01008, -1.54508, 0.47681], [3.34573, 0.68439, 0.33562], [-0.32344, 3.06339, 0.92609], [-0.85824, 2.66902, -0.56241], [-1.09217, 0.47721, 1.58039], [-2.78721, 1.25631, -0.13136], [-1.94536, 0.56611, -1.36264], [-3.20875, -2.53751, -0.41214], [0.39015, -1.51552, 0.74680], [1.83416, -0.96257, -1.62738], [2.18513, -2.25565, -0.41442], [2.88807, 1.19720, -0.49925]], "forces_ev_per_a": [[2.167, 1.484, -2.574], [2.116, -0.456, 0.242], [-1.926, 0.410, 0.960], [0.885, -0.319, -0.751], [-1.722, 1.008, -2.399], [1.634, 0.736, 1.506], [-0.763, 1.285, 0.392], [-0.960, -0.242, -0.434], [1.005, 0.384, -1.265], [0.771, -1.953, 2.469], [1.268, 0.512, -1.150], [-0.920, 2.168, 0.312], [0.042, -0.646, -2.352], [-1.248, -1.807, -0.131], [-0.970, -0.578, 2.994], [0.041, 1.251, -0.428], [-0.505, -1.168, 0.271], [0.538, -0.985, 0.140], [-0.506, -0.327, 0.094], [-0.911, 0.056, 0.552], [0.238, 0.479, -0.847], [-0.996, 0.720, -0.725], [0.722, -2.012, 3.126]], "lowdin_charge": [0.012, -0.338, -0.075, -0.399, 0.065, 0.086, -0.403, 0.009, 0.111, -0.077, -0.459, 0.084, 0.025, 0.108, 0.139, 0.155, 0.136, 0.139, 0.115, 0.132, 0.121, 0.142, 0.172], "fmax_ha_per_bohr": 0.0736, "e_lumo_ev": 0.27, "total_energy_ha": -720.33587, "de_lowest_kcal_mol": 62.04, "orbital_gap_ev": 10.3}

[3]
{"formula": "C16H18N3O6", "method": "ωB97M-V/def2-TZVPD", "elements": ["C", "O", "C", "C", "C", "C", "C", "C", "C", "O", "N", "C", "C", "O", "N", "C", "C", "O", "C", "C", "N", "O", "O", "C", "C", "H", "H", "H", "H", "H", "H", "H", "H", "H", "H", "H", "H", "H", "H", "H", "H", "H", "H"], "coordinates": [[5.13486, -3.74086, 5.08166], [4.54727, -2.67183, 5.87023], [3.28251, -2.28750, 5.55407], [2.67436, -1.27316, 6.33564], [1.39765, -0.83521, 6.02560], [0.70626, -1.37729, 4.93631], [-0.63128, -0.78098, 4.48686], [-1.83417, -1.48059, 5.04125], [-1.90609, -2.91457, 5.14263], [-0.93820, -3.69170, 5.11952], [-3.19674, -3.49246, 5.24291], [-3.34339, -4.92772, 5.25013], [-4.40399, -2.79656, 5.14848], [-5.48361, -3.37830, 5.08072], [-4.27294, -1.40202, 5.15966], [-5.47274, -0.60462, 5.11031], [-3.04726, -0.71126, 5.20534], [-3.07915, 0.52830, 5.30496], [-0.70861, -0.68237, 2.97529], [-1.82453, 0.17631, 2.40173], [0.65670, -0.05901, 2.38264], [1.50206, -0.85001, 1.92498], [0.76197, 1.17452, 2.40259], [1.27148, -2.43020, 4.22692], [2.55786, -2.87138, 4.49197], [6.11230, -3.90760, 5.53432], [4.52850, -4.65746, 5.13768], [5.24753, -3.43687, 4.03020], [3.22917, -0.85630, 7.17060], [0.91379, -0.04113, 6.59908], [-0.70892, 0.22551, 4.92149], [-2.35695, -5.36946, 5.36093], [-3.99648, -5.21025, 6.07940], [-3.81205, -5.25903, 4.31668], [-6.32011, -1.28488, 5.06677], [-5.51976, 0.03113, 5.99942], [-5.44885, 0.03683, 4.22187], [-0.72069, -1.69377, 2.54215], [-2.65620, -0.47347, 2.09745], [-2.16723, 0.88951, 3.16529], [-1.48349, 0.71023, 1.50330], [0.70785, -2.95510, 3.46081], [2.97517, -3.66243, 3.86779]], "forces_ev_per_a": [[-0.493, 0.795, 0.531], [0.847, -0.782, -0.298], [-1.265, 0.177, -0.500], [0.661, -0.816, -0.304], [-0.220, -0.063, -0.686], [-0.206, 0.196, -0.091], [0.673, 0.296, 1.553], [-1.818, -1.113, -0.184], [0.715, 0.719, -0.435], [-0.587, 0.050, -0.037], [-1.250, 0.654, 0.014], [-0.068, -0.309, 0.072], [1.015, 0.456, 0.090], [0.417, 0.349, 0.034], [-0.138, -1.139, 0.220], [-0.191, 0.256, 0.044], [1.391, 0.049, -0.350], [-0.312, -0.452, -0.101], [0.988, 0.038, -1.317], [-0.317, 0.108, 0.074], [0.207, -0.289, -0.056], [-1.454, 1.779, 0.584], [0.178, -1.947, -0.014], [0.279, -0.012, 0.197], [0.321, 0.251, 0.624], [-0.092, -0.025, -0.108], [0.143, 0.261, 0.022], [-0.034, -0.063, 0.272], [-0.028, -0.045, -0.089], [0.249, -0.184, -0.097], [0.239, 0.032, -0.364], [-0.054, 0.071, -0.015], [0.072, -0.124, -0.119], [0.081, -0.064, 0.154], [0.027, 0.100, 0.031], [-0.123, -0.019, -0.191], [-0.080, -0.037, 0.206], [0.168, 0.405, 0.069], [0.093, 0.208, 0.247], [0.019, -0.170, -0.447], [-0.137, -0.145, 0.340], [0.168, 0.313, 0.117], [-0.083, 0.233, 0.307]], "lowdin_charge": [-0.078, -0.106, -0.281, -0.015, -0.021, -0.183, -0.210, -0.057, -0.374, 0.000, 0.008, -0.043, -0.430, 0.030, 0.009, -0.039, -0.413, -0.014, -0.182, -0.035, -0.312, 0.035, 0.039, -0.066, -0.011, 0.081, 0.090, 0.091, 0.104, 0.120, 0.144, 0.078, 0.087, 0.091, 0.077, 0.090, 0.091, 0.145, 0.088, 0.080, 0.081, 0.113, 0.099], "charge": -1, "fmax_ha_per_bohr": 0.0461, "e_lumo_ev": 2.88, "total_energy_ha": -1236.23712, "orbital_gap_ev": 7.1}

[4]
{"formula": "C5H8O2", "method": "ωB97M-V/def2-TZVPD", "elements": ["O", "C", "C", "C", "C", "O", "C", "H", "H", "H", "H", "H", "H", "H", "H"], "coordinates": [[-1.78411, 1.15408, 0.79337], [-1.18043, -0.12068, 0.80605], [0.30849, 0.04650, 1.18805], [0.62099, 0.01088, -0.30412], [1.86910, 0.01775, -1.05411], [1.03804, 1.17533, -0.98057], [-0.74493, -0.59530, -0.60330], [-2.36045, 1.21116, 0.02252], [-1.76782, -0.83214, 1.40151], [0.54983, 0.97594, 1.70808], [0.71402, -0.81599, 1.72746], [2.81859, 0.09326, -0.52383], [1.91520, -0.46130, -2.03267], [-1.27939, -0.17253, -1.46117], [-0.71711, -1.68693, -0.68728]], "forces_ev_per_a": [[-0.202, 0.091, -0.162], [0.027, -0.318, 0.130], [0.071, 0.046, 0.089], [0.019, -0.151, 0.049], [0.219, -0.228, -0.050], [0.024, 0.227, -0.085], [-0.032, -0.013, -0.129], [0.005, 0.032, 0.162], [0.076, 0.137, -0.093], [-0.034, -0.124, -0.052], [-0.065, 0.119, -0.102], [-0.145, -0.004, -0.065], [-0.020, 0.076, 0.143], [0.041, -0.051, 0.136], [0.018, 0.162, 0.030]], "lowdin_charge": [-0.018, -0.352, -0.028, -0.448, -0.070, -0.003, -0.033, 0.094, 0.137, 0.127, 0.120, 0.115, 0.114, 0.124, 0.121], "fmax_ha_per_bohr": 0.0067, "e_lumo_ev": 0.94, "total_energy_ha": -345.71892, "de_lowest_kcal_mol": 53.99, "orbital_gap_ev": 11.0}

[5]
{"formula": "C8H6O3", "method": "ωB97M-V/def2-TZVPD", "elements": ["O", "C", "C", "C", "C", "C", "C", "C", "C", "O", "O", "H", "H", "H", "H", "H", "H"], "coordinates": [[-0.41565, -2.17382, 2.10438], [-1.02257, -1.48237, 1.31457], [-0.63148, -0.49254, 0.24084], [-1.72452, 0.00599, -0.48496], [-1.52138, 1.08313, -1.36099], [-0.29895, 1.72120, -1.41598], [0.78037, 1.17875, -0.73190], [0.68716, 0.08118, 0.12627], [1.84153, -0.43814, 0.94841], [1.92966, -0.13433, 2.12590], [2.61600, -1.30576, 0.34682], [-2.09628, -1.71939, 1.15015], [-2.68206, -0.46639, -0.37124], [-2.32812, 1.51178, -2.01929], [-0.20111, 2.47981, -2.17688], [1.74805, 1.68375, -0.85342], [3.31935, -1.53284, 1.05732]], "forces_ev_per_a": [[0.299, 1.382, -0.715], [-0.542, -1.779, -0.935], [1.060, 0.570, 1.355], [1.425, 0.520, -0.374], [-1.320, 0.401, -0.340], [-0.330, -1.257, -0.536], [1.511, 0.323, 0.487], [-1.879, 0.093, -0.985], [-1.824, 0.914, 2.022], [0.446, -0.122, -1.324], [2.268, -0.765, 0.999], [-0.162, 0.242, 0.483], [-0.291, -0.046, 0.031], [0.683, -0.783, 0.959], [0.383, 0.391, 0.317], [-0.302, -0.340, 0.101], [-1.426, 0.252, -1.546]], "lowdin_charge": [0.072, -0.199, -0.108, -0.027, -0.075, -0.077, -0.022, -0.056, -0.517, 0.114, 0.136, 0.111, 0.103, 0.124, 0.107, 0.126, 0.187], "fmax_ha_per_bohr": 0.0559, "e_lumo_ev": -0.21, "total_energy_ha": -534.15647, "de_lowest_kcal_mol": 10.04, "orbital_gap_ev": 9.6}

[6]
{"formula": "C13H14N2O2S", "method": "ωB97M-V/def2-TZVPD", "elements": ["C", "C", "O", "C", "O", "C", "S", "C", "N", "C", "C", "C", "C", "C", "C", "C", "C", "N", "H", "H", "H", "H", "H", "H", "H", "H", "H", "H", "H", "H", "H", "H"], "coordinates": [[0.77089, 2.99622, -1.53941], [-0.53520, 2.36076, -2.17763], [-0.68950, 0.93733, -2.40986], [0.16040, 0.51835, -3.43178], [0.67235, 1.24508, -4.34787], [0.24205, -1.18687, -3.27402], [1.90250, -1.48949, -2.17177], [1.01296, -1.34897, -0.68539], [1.79541, -1.28483, 0.38951], [1.46639, -1.00925, 1.68640], [2.53604, -0.97498, 2.73041], [0.00242, -1.07926, 1.98665], [-0.63155, -0.65755, 3.15691], [-2.11199, -0.52334, 3.31946], [-2.75872, -0.56179, 2.10515], [-2.33480, -0.96665, 0.83784], [-0.77579, -1.02048, 0.78638], [-0.55090, -1.16278, -0.49930], [0.82203, 2.56995, -0.56989], [1.69824, 2.59608, -2.19131], [0.58704, 3.94077, -1.59217], [-1.37251, 2.52749, -1.62310], [-0.61102, 2.77647, -3.29710], [-0.61428, -1.54952, -2.78837], [0.43128, -1.56770, -4.12997], [2.43637, -0.15246, 3.34707], [2.28378, -1.75950, 3.48504], [3.37770, -1.49732, 2.29806], [-0.01315, -0.75823, 4.12409], [-2.60975, -0.40881, 4.24568], [-3.76260, -0.72191, 2.27090], [-2.82606, -0.78684, -0.04064]], "forces_ev_per_a": [[1.026, -8.747, -2.731], [1.874, 0.944, -4.475], [3.347, -0.028, -1.447], [0.037, -0.494, -1.961], [-2.034, -3.395, 4.395], [2.099, 6.145, 4.987], [-3.369, 0.327, -1.096], [-4.269, 1.125, 2.930], [0.969, 0.706, 1.221], [-3.328, -2.195, -1.610], [-1.665, -3.756, -0.618], [2.269, 2.577, -2.301], [-2.738, -1.063, 4.346], [6.953, -0.269, -1.918], [-1.319, -2.312, -1.881], [5.475, 2.143, 5.605], [-5.479, -1.116, -0.856], [7.697, -1.089, -1.771], [0.478, 0.095, 1.163], [-2.007, 1.350, 1.554], [-0.501, 5.989, -0.101], [-2.243, 1.150, 1.533], [-0.180, -0.247, 2.670], [-0.828, -0.393, 0.872], [1.294, -2.601, -5.853], [1.091, 2.309, 0.706], [-0.463, 0.178, -0.400], [1.115, 1.406, -0.028], [-0.924, 0.550, -1.518], [-0.154, 0.231, 0.692], [-2.840, 0.737, -0.107], [-1.382, -0.254, -2.001]], "lowdin_charge": [-0.020, -0.191, -0.072, -0.368, 0.023, -0.160, 0.956, -0.582, 0.033, -0.202, -0.024, -0.125, -0.019, -0.044, -0.143, 0.052, -0.243, 0.107, 0.055, 0.135, -0.004, 0.078, 0.154, 0.039, -0.026, 0.058, 0.099, 0.087, 0.123, 0.084, 0.070, 0.069], "fmax_ha_per_bohr": 0.1793, "e_lumo_ev": -0.80, "total_energy_ha": -1161.72698, "de_lowest_kcal_mol": 178.67, "orbital_gap_ev": 7.0}

[7]
{"formula": "C6H6O", "method": "ωB97M-V/def2-TZVPD", "elements": ["C", "C", "C", "C", "C", "C", "O", "H", "H", "H", "H", "H", "H"], "coordinates": [[0.30992, -0.70438, -1.99352], [-1.18145, -0.60629, -1.88156], [0.77567, 1.59290, 3.29362], [-0.32846, 1.19836, 3.06922], [0.67408, -0.55750, -0.57480], [-1.57165, -0.44588, -0.58036], [-0.35638, -0.41337, 0.15232], [0.62784, -1.68115, -2.36661], [0.78765, 0.04792, -2.62357], [-1.83456, -0.66655, -2.73092], [1.73054, 1.96746, 3.51298], [-1.28753, 0.83651, 2.85201], [1.65433, -0.56805, -0.12881]], "forces_ev_per_a": [[0.305, -0.281, 0.197], [-2.183, 0.289, 0.690], [-0.400, -0.056, -0.004], [0.452, 0.115, 0.047], [3.224, -0.360, -2.511], [4.789, -0.387, -2.137], [-5.601, 0.719, 4.427], [-0.027, -0.190, -0.420], [-0.173, 0.165, -0.365], [-0.213, -0.006, -0.065], [0.557, 0.175, 0.098], [-0.575, -0.223, -0.133], [-0.155, 0.039, 0.177]], "mulliken_spin": [-0.023, 0.050, 0.002, -0.001, 0.775, 0.962, 0.102, 0.066, 0.059, 0.004, 0.000, 0.000, 0.004], "fmax_ha_per_bohr": 0.1395, "e_lumo_ev": [1.13, -1.96], "total_energy_ha": -307.16653, "de_lowest_kcal_mol": 30.03, "multiplicity": 3, "orbital_gap_ev": [7.4, 7.5]}

[8]
{"formula": "C2H5O2", "method": "ωB97M-V/def2-TZVPD", "elements": ["O", "H", "C", "C", "O", "H", "H", "H", "H"], "coordinates": [[-3.00315, 0.84373, 0.87950], [-2.70734, 0.55312, 1.76032], [0.09506, -0.89584, -0.25026], [1.10877, 0.06228, -0.14971], [2.20186, 0.03727, -0.96110], [-0.92786, -0.65764, 0.24821], [0.04923, -1.72707, -0.94415], [1.18618, 0.80935, 0.71390], [1.99725, 0.97480, -1.29670]], "forces_ev_per_a": [[0.337, -0.272, 0.321], [-0.169, 0.147, -0.329], [-0.072, 3.410, 1.319], [-3.474, -3.265, 2.085], [0.031, 2.809, -1.222], [1.868, -0.351, -0.297], [0.549, 0.273, -0.292], [-0.652, -0.892, -1.437], [1.582, -1.858, -0.148]], "lowdin_charge": [-0.699, -0.230, 0.016, -0.328, -0.094, 0.058, 0.030, 0.121, 0.125], "charge": -1, "fmax_ha_per_bohr": 0.1012, "e_lumo_ev": 3.50, "total_energy_ha": -229.59321, "de_lowest_kcal_mol": 82.77, "orbital_gap_ev": 5.6}